# 1
The following is a quantum chemistry calculation of C4H6N2 as an isolated structure in a non-equilibrium geometry, from the Open Molecules 2025 dataset.

Each line ends with the natural charge from an NBO analysis.
CARTESIAN COORDINATES (ANGSTROEM)
N  -0.9342  0.3002  2.9636  -0.30
C  -0.6120  0.4256  1.8602  0.27
C  -0.2173  0.5428  0.4605  -0.17
C  1.0069  -0.2394  -0.0661  -0.40
C  0.1220  -0.4068  -1.3144  -0.23
N  -1.1069  -0.1380  -0.5182  -0.58
H  -0.1733  1.5996  0.1823  0.23
H  1.9809  0.2671  -0.1474  0.22
H  1.0662  -1.1970  0.4726  0.21
H  0.1321  -1.3448  -1.8687  0.20
H  0.2356  0.4220  -2.0179  0.19
H  -1.4167  -1.0132  -0.0946  0.35

Summary:
spin multiplicity = 1
orbital gap = 10.68 eV
strongest force on any atom = 0.020 Eh/bohr
energy = -7223.89689 eV

=====

# 2
The following is a quantum chemistry calculation of C33H41AsKSb2 as an isolated structure, from the Open Molecules 2025 dataset.

Each line ends with the Löwdin charge.
CARTESIAN COORDINATES (ANGSTROEM)
K  0.3156  -0.1785  0.1016  0.46
C  1.9792  -1.7353  -1.8303  -0.45
C  0.7997  -1.2863  -2.6858  -0.42
C  -0.2484  -2.3691  -2.9190  -0.37
Sb  -1.4054  -2.8779  -1.1637  1.46
C  0.0477  -4.1231  -0.2345  -0.43
C  0.7184  -5.1358  -0.9143  -0.12
C  1.7563  -5.8235  -0.3053  -0.07
C  2.1370  -5.5085  0.9930  -0.08
C  1.4662  -4.5144  1.6884  -0.08
C  0.4254  -3.8291  1.0725  -0.17
C  -2.6388  -4.3481  -2.0334  -0.42
C  -3.0923  -4.2454  -3.3439  -0.13
C  -3.9445  -5.2067  -3.8686  -0.08
C  -4.3498  -6.2764  -3.0863  -0.08
C  -3.9008  -6.3858  -1.7779  -0.08
C  -3.0507  -5.4249  -1.2530  -0.14
Sb  3.3823  -0.1517  -1.3187  1.46
C  3.7357  0.4876  -3.2972  -0.42
C  3.3216  1.7654  -3.6590  -0.15
C  3.4751  2.2127  -4.9647  -0.08
C  4.0464  1.3812  -5.9151  -0.08
C  4.4647  0.1053  -5.5615  -0.07
C  4.3098  -0.3404  -4.2586  -0.12
C  5.0174  -1.4589  -1.0233  -0.42
C  6.3117  -1.0882  -1.3701  -0.13
C  7.3768  -1.9428  -1.1235  -0.08
C  7.1581  -3.1730  -0.5220  -0.08
C  5.8703  -3.5487  -0.1697  -0.08
C  4.8054  -2.6954  -0.4186  -0.14
H  2.5509  -2.5000  -2.3619  0.08
H  1.6712  -2.2371  -0.9045  0.00
H  1.1869  -0.9292  -3.6453  0.11
H  0.3103  -0.3841  -2.2759  0.02
H  0.2098  -3.2790  -3.3108  0.07
H  -0.9710  -2.0271  -3.6632  0.05
H  0.4329  -5.3954  -1.9278  0.11
H  2.2704  -6.6098  -0.8425  0.11
H  2.9469  -6.0491  1.4644  0.11
H  1.7438  -4.2808  2.7080  0.11
H  -0.1119  -3.0741  1.6425  0.08
H  -2.7854  -3.4196  -3.9747  0.09
H  -4.2897  -5.1197  -4.8902  0.11
H  -5.0140  -7.0258  -3.4947  0.11
H  -4.2114  -7.2214  -1.1652  0.11
H  -2.7034  -5.5333  -0.2312  0.10
H  2.8821  2.4288  -2.9210  0.08
H  3.1551  3.2104  -5.2347  0.11
H  4.1720  1.7270  -6.9323  0.11
H  4.9155  -0.5417  -6.3024  0.11
H  4.6477  -1.3357  -3.9914  0.10
H  6.5062  -0.1334  -1.8462  0.10
H  8.3792  -1.6462  -1.4018  0.11
H  7.9900  -3.8366  -0.3288  0.11
H  5.6925  -4.5085  0.2978  0.10
H  3.8081  -3.0197  -0.1383  0.08
C  0.0128  4.8337  -2.0587  -0.17
C  -1.1226  3.8720  -2.3745  -0.44
As  -1.2004  2.4051  -1.0805  1.14
C  -1.6897  3.3870  0.5580  -0.45
C  -2.8056  4.4129  0.4311  -0.16
C  -2.9319  1.5900  -1.5250  -0.45
C  -2.8604  0.7913  -2.8169  -0.17
H  0.0651  5.6345  -2.7971  0.08
H  0.9809  4.3284  -2.0519  0.06
H  -0.1158  5.3055  -1.0831  0.06
H  -0.9896  3.4252  -3.3619  0.06
H  -2.0897  4.3798  -2.3776  0.07
H  -0.7756  3.8573  0.9286  0.06
H  -1.9571  2.6273  1.3006  0.06
H  -2.5352  5.2256  -0.2442  0.06
H  -3.0266  4.8614  1.4004  0.08
H  -3.7302  3.9701  0.0605  0.06
H  -3.6931  2.3693  -1.5870  0.06
H  -3.2057  0.9446  -0.6854  0.06
H  -2.6148  1.4230  -3.6725  0.07
H  -3.8114  0.3045  -3.0381  0.08
H  -2.0958  0.0108  -2.7642  0.03

Summary:
spin multiplicity = 1
orbital gap = 8.35 eV
total charge = +1
strongest force on any atom = 0.011 Eh/bohr
energy = -125118.69563 eV

=====

# 3
The following is a quantum chemistry calculation of a 4-piece molecular cluster, C27H59FO2P overall in a non-equilibrium geometry, from the Open Molecules 2025 dataset.

Each line ends with the Löwdin charge.
CARTESIAN COORDINATES (ANGSTROEM)
C  4.7605  1.2504  0.0462  0.04
C  4.6848  1.9131  -1.1021  -0.10
C  3.9851  2.6396  -2.3909  -0.20
C  3.0017  3.8552  -1.9602  -0.21
C  1.8891  3.4682  -0.8585  -0.13
C  0.4230  3.1008  -1.4524  -0.33
C  0.2729  2.6802  -3.0319  -0.20
O  -1.0948  3.0051  -3.4585  -0.41
P  -2.0138  3.9410  -2.2810  0.41
C  -2.7604  2.2615  -1.7151  -0.30
C  -4.1038  2.4196  -0.8366  -0.20
F  -4.7857  1.1044  -0.8190  -0.18
O  -0.6900  3.9815  -1.1415  -0.36
H  4.7611  0.6404  1.0231  0.03
H  4.8502  3.0747  -3.0301  0.10
H  3.4210  1.8696  -3.0318  0.11
H  2.5483  4.3791  -2.8912  0.11
H  3.6897  4.6472  -1.4579  0.11
H  2.2025  2.6310  -0.1455  0.09
H  1.7359  4.4158  -0.2023  0.12
H  0.1597  2.0883  -0.9342  0.11
H  0.9077  3.2296  -3.8152  0.10
H  0.4455  1.5547  -3.2734  0.11
H  -3.1201  4.1814  -3.2141  -0.03
H  -2.9417  4.5039  -1.3147  -0.04
H  -1.5180  5.2213  -2.7499  -0.02
H  -1.9922  1.5665  -1.2035  0.07
H  -3.0862  1.7093  -2.6848  0.07
H  -4.7998  3.1154  -1.4346  0.10
H  -3.9283  2.7883  0.2310  0.11
C  1.6742  -1.1059  -1.4454  -0.11
C  0.7681  -2.1367  -0.7880  -0.27
C  -0.1394  -1.5435  0.2911  -0.22
C  0.5867  -0.9260  1.4896  -0.22
C  1.5290  -1.8678  2.2409  -0.28
C  0.8192  -3.0619  2.8655  -0.11
H  2.3686  -0.6590  -0.7292  0.05
H  2.2665  -1.5783  -2.2341  0.07
H  1.0839  -0.3042  -1.8985  0.06
H  1.3751  -2.9494  -0.3748  0.09
H  0.1366  -2.5883  -1.5609  0.10
H  -0.8239  -2.3237  0.6418  0.10
H  -0.7725  -0.7720  -0.1627  0.11
H  -0.1665  -0.5454  2.1897  0.11
H  1.1562  -0.0509  1.1584  0.10
H  2.0199  -1.2993  3.0400  0.09
H  2.3277  -2.2195  1.5797  0.10
H  0.0429  -2.7321  3.5619  0.08
H  1.5332  -3.6754  3.4216  0.06
H  0.3561  -3.6974  2.1073  0.07
C  -5.0174  -0.5106  -3.6454  -0.11
C  -6.0812  -1.0417  -2.6960  -0.27
C  -6.1955  -2.5674  -2.7049  -0.23
C  -6.6094  -3.1869  -4.0435  -0.24
C  -7.9396  -2.6898  -4.6115  -0.28
C  -9.1332  -3.0044  -3.7194  -0.12
H  -5.2470  -0.7539  -4.6868  0.06
H  -4.9523  0.5771  -3.5666  0.06
H  -4.0352  -0.9257  -3.4022  0.08
H  -7.0473  -0.5839  -2.9336  0.10
H  -5.8311  -0.7198  -1.6808  0.09
H  -6.9068  -2.8704  -1.9283  0.10
H  -5.2303  -2.9966  -2.4106  0.11
H  -6.6623  -4.2756  -3.9178  0.10
H  -5.8231  -3.0095  -4.7849  0.10
H  -8.0991  -3.1677  -5.5855  0.10
H  -7.8968  -1.6131  -4.8018  0.10
H  -9.2184  -4.0818  -3.5494  0.07
H  -10.0573  -2.6633  -4.1934  0.07
H  -9.0544  -2.5068  -2.7503  0.07
C  5.3446  1.5498  6.7828  -0.11
C  5.7223  0.0783  6.8788  -0.28
C  6.6987  -0.3699  5.7898  -0.23
C  6.1770  -0.2559  4.3542  -0.23
C  4.8852  -1.0222  4.0644  -0.28
C  5.0214  -2.5278  4.2470  -0.10
H  4.8218  1.7727  5.8494  0.07
H  4.6801  1.8226  7.6070  0.07
H  6.2330  2.1852  6.8412  0.07
H  4.8162  -0.5357  6.8567  0.10
H  6.1883  -0.0976  7.8545  0.10
H  6.9943  -1.4058  5.9885  0.10
H  7.6169  0.2241  5.8708  0.11
H  6.9603  -0.6113  3.6740  0.11
H  6.0220  0.7995  4.1061  0.10
H  4.5921  -0.8244  3.0266  0.08
H  4.0687  -0.6485  4.6901  0.10
H  5.8063  -2.9287  3.5991  0.08
H  4.0830  -3.0242  3.9873  0.06
H  5.2597  -2.7887  5.2808  0.07

Summary:
spin multiplicity = 1
orbital gap = 6.56 eV
total charge = -1
strongest force on any atom = 0.132 Eh/bohr
energy = -45052.59947 eV

=====

# 4
The following is a quantum chemistry calculation of C9H18OPV as an isolated structure in a non-equilibrium geometry, from the Open Molecules 2025 dataset.

Each line ends with the Löwdin spin population.
CARTESIAN COORDINATES (ANGSTROEM)
C  -0.2704  0.1040  -2.4498  -0.05
C  0.5178  -0.9891  -2.7643  0.03
C  0.5224  -2.2202  -2.0844  -0.03
C  -0.3827  -2.5601  -1.0520  0.02
C  -1.5355  -1.8462  -0.7279  -0.05
V  -0.5806  -0.2509  -0.6258  1.91
P  -2.2076  1.4093  -1.2032  0.05
H  -0.1917  1.0627  -2.9740  0.00
H  1.2080  -0.8884  -3.6002  0.01
H  1.2639  -2.9642  -2.3905  0.00
H  -2.2919  -2.2860  -0.0647  0.00
H  -0.1979  -3.5178  -0.5534  0.00
H  -3.5533  1.3006  -0.7178  0.00
H  -2.5449  1.8639  -2.4964  0.00
H  -1.8772  2.6967  -0.6814  0.01
C  -1.4067  0.3618  1.9938  0.03
C  -0.1383  1.1675  1.8152  0.01
O  0.6320  0.6463  0.6783  0.03
C  1.8800  -0.0340  0.9696  0.01
C  2.8906  0.9253  1.5615  0.00
H  -1.8695  -0.1212  1.1119  0.01
H  -2.1643  1.0257  2.4257  0.00
H  -1.2213  -0.4072  2.7465  0.00
H  -0.3413  2.2184  1.5630  0.00
H  0.4824  1.1402  2.7296  0.00
H  1.6850  -0.8722  1.6501  0.00
H  2.2312  -0.4374  0.0098  0.00
H  2.5299  1.3630  2.4916  0.00
H  3.8101  0.3837  1.7813  0.00
H  3.1221  1.7259  0.8580  0.00

Summary:
spin multiplicity = 3
⟨S²⟩ = 2.048
orbital gap (spin up / spin down) = 6.72 / 6.96 eV
strongest force on any atom = 0.042 Eh/bohr
energy = -46642.88501 eV

=====

# 5
The following is a quantum chemistry calculation of C12H16BCuNO2 as an isolated structure in a non-equilibrium geometry, from the Open Molecules 2025 dataset.

Each line ends with the Löwdin spin population.
CARTESIAN COORDINATES (ANGSTROEM)
C  -0.7605  -0.4178  3.1019  0.00
C  -2.2546  -0.1765  2.6029  0.00
O  -3.1823  -0.5476  3.3710  0.00
N  -2.6691  0.4062  1.3045  0.00
B  -1.7444  1.4573  0.8024  0.00
C  -1.2575  1.6593  -0.7403  -0.01
C  0.0587  0.8528  -1.1340  -0.04
C  0.0184  -0.5592  -1.7642  0.14
C  1.3066  -1.3608  -2.2025  0.27
C  2.7228  -0.7048  -2.0035  -0.01
C  2.8323  0.7147  -1.3532  0.19
C  4.2465  1.4371  -1.1215  0.03
C  1.5003  1.4711  -0.9347  0.35
C  -2.9929  -0.6120  0.2922  0.00
C  -2.5497  -2.1690  0.3906  0.00
O  -3.6944  -0.3242  -0.7217  0.00
H  -0.0600  0.4747  2.9878  0.00
H  -0.3040  -1.3528  2.6037  0.00
H  -0.8303  -0.6231  4.2361  0.00
H  -1.3528  2.2610  1.5956  0.00
H  -2.0794  1.4697  -1.5221  0.00
H  -0.9920  2.7809  -0.8513  0.00
H  -1.0029  -1.0594  -1.9547  0.00
H  1.2299  -2.4101  -2.6617  0.01
H  3.6431  -1.2866  -2.3574  0.00
H  4.5427  2.0571  -2.0522  0.01
H  4.1185  2.1588  -0.2397  0.00
H  5.0759  0.6832  -0.8798  0.00
H  1.6112  2.5193  -0.4911  0.01
H  -3.2232  -2.6109  1.2211  0.00
H  -1.4390  -2.2826  0.6258  0.00
H  -2.8670  -2.7310  -0.5659  0.00
Cu  2.3490  -1.1747  0.4161  0.05

Summary:
spin multiplicity = 2
⟨S²⟩ = 0.788
orbital gap (spin up / spin down) = 6.05 / 3.50 eV
total charge = +2
strongest force on any atom = 0.102 Eh/bohr
energy = -63579.67094 eV